# C3H3O2Tb

A structure of composition C3H3O2Tb at a distorted geometry (wB97M-V/def2-TZVPD, the OMol25 dataset).

The HOMO-LUMO gap (alpha / beta) is 5.018 / 5.320 eV. For the electronic energy, the calculation gives -29650.00642 eV. As for the LUMO energy (alpha / beta): -0.6531 / -0.6401 Ha. The total charge is +3. The multiplicity is 8. Its expectation value of S² is 16.216. Its relative energy (zero: lowest compared OMol25 entry of this formula, charge and spin) is 247.1 kJ/mol. The calculation puts the strongest force on any atom at 3.25 eV/A.

Atoms and positions in Å:
C: 1.6237 -0.0784 -0.0591
C: 0.4422 0.4586 -0.4571
H: 1.7187 -1.1403 0.1736
H: 0.3490 1.4708 -0.8613
H: 2.5212 0.5412 -0.0436
O: -0.8580 -0.8301 -1.3530
C: -0.9187 -0.2432 -0.2655
O: -1.5626 -0.4630 0.7645
Tb: -3.3154 0.2844 2.1014

Atomic forces in eV per Å
1.584 -1.612 -0.130
-2.355 1.480 -1.035
0.240 -0.158 -0.274
0.068 -0.239 -0.755
0.101 0.292 0.658
1.065 1.226 -0.367
0.064 -2.370 2.230
-0.061 1.503 -0.926
-0.705 -0.122 0.601

Mulliken population analysis, charges in e, atoms 1 to 6:
1 C -0.32
2 C 0.20
3 H 0.34
4 H 0.45
5 H 0.35
6 O -0.02